Here is C19H21F2N3O in the gas phase at a distorted geometry from OMol25. Energies are from ωB97M-V/def2-TZVPD.

The geometry in ORCA input format:
```
! wB97M-V def2-TZVPD RIJCOSX def2/J DEFGRID3
* xyz 0 1
C 0.299 2.313 -3.578
C 1.160 1.058 -3.520
C 1.128 0.442 -2.149
C 2.030 -0.807 -2.142
C 1.994 -1.632 -0.872
N 0.616 -2.076 -0.567
C 0.097 -3.144 -1.280
O 0.808 -3.836 -2.023
C -1.408 -3.478 -1.279
N -2.222 -2.568 -0.457
C -3.677 -2.596 -0.688
C -1.627 -1.564 0.373
N -2.460 -0.860 1.142
C -1.875 0.093 1.879
C -0.505 0.400 1.989
C 0.039 1.472 2.895
C -0.756 2.598 3.179
C -0.197 3.656 3.924
C 1.092 3.547 4.446
F 1.631 4.600 5.087
C 1.824 2.370 4.286
F 3.091 2.268 4.781
C 1.294 1.365 3.463
C 0.327 -0.295 1.121
C -0.228 -1.264 0.265
H 0.704 3.113 -2.962
H -0.752 2.074 -3.229
H 0.239 2.693 -4.623
H 0.799 0.293 -4.194
H 2.199 1.266 -3.819
H 1.460 1.117 -1.378
H 0.115 0.135 -1.947
H 3.068 -0.434 -2.223
H 1.802 -1.433 -2.990
H 2.637 -2.543 -1.003
H 2.421 -1.050 -0.068
H -1.682 -3.397 -2.336
H -1.517 -4.523 -1.033
H -3.943 -3.515 -1.255
H -3.945 -1.683 -1.190
H -4.279 -2.652 0.224
H -2.601 0.677 2.445
H -1.732 2.749 2.763
H -0.742 4.585 4.079
H 1.904 0.451 3.340
H 1.374 0.019 1.127
*
```

For the relative energy (zero: lowest compared OMol25 entry of this formula, charge and spin), the calculation gives 68.0 kJ/mol. The calculation puts the frontier orbital gap at 0.3058 hartree. As for the structure (SMILES): CCCCCN1C(=O)CN(C)c2ncc(-c3ccc(F)c(F)c3)cc21. The value obtained for the maximum force is 0.0414 Eh/bohr. Its HOMO energy is -7.75 eV. Its molar mass is 345.4 g mol⁻¹.

Atomic partial charges in e from the natural (NBO) method, atoms 1 to 6: -0.603 -0.391 -0.395 -0.399 -0.212 -0.434


Here is a gas-phase ion, C19H21F3N (charge +1) at a distorted geometry from OMol25. Energies are from ωB97M-V/def2-TZVPD.

The geometry in ORCA input format:
```
! wB97M-V def2-TZVPD RIJCOSX def2/J DEFGRID3
* xyz 1 1
C -2.431 0.843 -0.375
N -0.917 0.908 -0.405
C -0.286 -0.079 0.902
C 1.167 0.036 1.394
C 1.438 0.775 2.575
C 2.728 0.877 3.110
C 3.799 0.207 2.500
C 3.529 -0.509 1.340
F 4.596 -0.986 0.601
C 2.252 -0.615 0.788
C -0.786 -1.529 0.816
C -0.102 -2.571 0.183
C -0.836 -3.685 -0.237
F -0.268 -4.561 -1.141
C -2.149 -3.925 0.138
C -2.698 -2.994 1.011
F -4.002 -3.163 1.437
C -2.016 -1.854 1.423
C -0.465 2.400 -0.372
C -0.181 3.085 -1.703
C 0.659 2.256 -2.654
C 0.081 0.844 -2.842
C -0.327 0.128 -1.556
H -2.650 -0.230 -0.308
H -2.842 1.335 0.517
H -2.895 1.252 -1.274
H -0.948 0.512 1.575
H 0.619 1.273 3.114
H 2.927 1.484 4.006
H 4.829 0.325 2.848
H 2.131 -1.124 -0.163
H 0.940 -2.533 -0.118
H -2.755 -4.717 -0.293
H -2.490 -1.150 2.118
H -1.269 2.949 0.120
H 0.399 2.379 0.283
H -1.108 3.396 -2.200
H 0.356 4.013 -1.478
H 0.706 2.729 -3.645
H 1.695 2.180 -2.292
H -0.779 0.858 -3.532
H 0.838 0.185 -3.317
H 0.554 -0.336 -1.094
H -1.039 -0.668 -1.800
*
```

For the relative energy (zero: lowest compared OMol25 entry of this formula, charge and spin), the calculation gives 74.8 kJ/mol. The calculation puts the frontier orbital gap at 0.3312 hartree. As for the structure (SMILES): C[N+]1([C@H](c2cccc(F)c2)c2cc(F)cc(F)c2)CCCCC1. The value obtained for the maximum force is 0.0517 Eh/bohr. Its HOMO energy is -12.63 eV. Its molar mass is 320.4 g mol⁻¹.

Atomic partial charges in e from the natural (NBO) method, atoms 1 to 6: -0.429 -0.255 0.092 -0.112 -0.195 -0.179


Here is 7 unconnected molecules or ions with the total composition C19H21F6NO20 at a distorted geometry from OMol25. Energies are from ωB97M-V/def2-TZVPD.

The geometry in ORCA input format:
```
! wB97M-V def2-TZVPD RIJCOSX def2/J DEFGRID3
* xyz -1 2
C -2.792 -0.269 6.143
N -1.865 -0.625 5.025
O -1.151 -1.657 4.999
O -1.717 0.162 4.057
H -3.305 -1.132 6.565
H -3.617 0.365 5.819
H -2.109 0.215 6.842
C 1.524 -3.323 3.424
C 1.798 -4.283 4.603
O 3.149 -4.153 5.040
C 3.723 -3.487 4.059
O 4.831 -3.125 4.093
O 2.877 -3.046 3.158
F 1.659 -5.579 4.180
H 0.988 -2.467 3.835
H 1.007 -3.830 2.610
H 1.215 -4.102 5.506
C 3.431 1.715 -4.357
C 2.252 2.372 -4.935
O 1.384 2.506 -3.905
C 1.691 1.583 -2.998
O 1.139 1.379 -1.925
O 2.790 0.981 -3.314
F 1.660 1.751 -5.985
H 4.111 2.487 -3.998
H 3.929 1.208 -5.183
H 2.399 3.348 -5.398
C 2.222 4.902 0.704
C 1.425 3.654 0.746
O 2.237 2.587 1.161
C 3.484 3.142 1.373
O 4.502 2.469 1.769
O 3.428 4.499 1.170
F 1.004 3.459 -0.563
H 1.889 5.672 1.400
H 2.243 5.301 -0.310
H 0.481 3.617 1.290
C 0.105 -0.107 1.592
C 0.974 -0.771 0.519
O 0.038 -1.686 -0.028
C -1.262 -1.300 0.304
O -2.279 -1.846 -0.098
O -1.200 -0.114 1.067
F 1.928 -1.445 1.135
H 0.364 0.885 1.962
H 0.074 -0.690 2.512
H 1.469 -0.077 -0.160
C -0.862 -2.485 -3.666
C 0.210 -1.457 -3.628
O 0.552 -1.627 -5.033
C -0.587 -1.754 -5.654
O -0.661 -1.842 -6.879
O -1.519 -2.120 -4.811
F 1.208 -1.798 -2.816
H -1.590 -2.537 -2.856
H -0.485 -3.497 -3.815
H -0.050 -0.435 -3.352
C -4.026 0.825 -1.436
C -5.248 1.842 -1.342
O -6.107 1.085 -0.613
C -5.974 -0.212 -0.990
O -6.608 -1.192 -0.579
O -4.825 -0.307 -1.734
F -5.786 2.082 -2.533
H -3.455 0.533 -0.554
H -3.340 0.934 -2.276
H -4.973 2.818 -0.941
*
```

For the relative energy (zero: lowest compared OMol25 entry of this formula, charge and spin), the calculation gives 147.4 kJ/mol. The calculation puts the frontier orbital gap (spin up / spin down) at 0.1037 / 0.2182 hartree. The value obtained for the maximum force is 0.1360 Eh/bohr. Its HOMO energy (spin up / spin down) is -1.36 / -4.47 eV. Its molar mass is 697.4 g mol⁻¹.

Atomic partial charges in e from the natural (NBO) method, atoms 1 to 6: -0.473 0.330 -0.704 -0.693 0.190 0.198


Here is a molecular structure, C19H21N13RuSSbSe4 at a distorted geometry from OMol25. Energies are from ωB97M-V/def2-TZVPD.

The geometry in ORCA input format:
```
! wB97M-V def2-TZVPD RIJCOSX def2/J DEFGRID3
* xyz 0 2
Ru -0.204 -0.846 0.018
C 0.237 -0.138 5.214
N 0.792 0.868 4.321
C 1.587 1.937 4.701
C 1.891 2.623 3.605
N 1.275 1.986 2.515
C 0.581 0.871 2.976
S -0.442 -0.298 2.303
C 1.380 2.487 1.172
C 2.028 3.702 0.938
C 2.122 4.146 -0.367
C 1.570 3.382 -1.381
C 0.932 2.208 -1.025
N 0.847 1.766 0.229
H 0.471 0.148 6.236
H 0.666 -1.114 4.992
H -0.839 -0.204 5.081
H 1.861 2.113 5.727
H 2.503 3.496 3.505
H 2.440 4.296 1.738
H 2.611 5.088 -0.584
H 1.623 3.687 -2.418
H 0.443 1.591 -1.771
N -1.983 -1.909 -2.689
C -0.757 -1.586 -3.041
N -0.442 -1.632 -4.345
C 0.819 -1.363 -4.627
N 1.173 -1.296 -5.929
N 1.793 -1.141 -3.719
C 1.371 -1.097 -2.476
N 0.128 -1.235 -2.062
C 2.417 -0.879 -1.417
C 3.756 -0.820 -1.748
C 4.691 -0.699 -0.729
C 4.250 -0.641 0.576
C 2.884 -0.698 0.817
N 1.991 -0.806 -0.162
H -2.621 -2.246 -3.390
H -2.252 -1.924 -1.716
H 0.501 -1.582 -6.616
H 2.148 -1.263 -6.160
H 4.030 -0.887 -2.791
H 5.750 -0.665 -0.953
H 4.940 -0.567 1.405
H 2.482 -0.682 1.822
Se -4.813 -4.476 -1.194
Sb -3.257 -4.748 0.719
Se -1.881 -2.511 0.636
Se 0.306 -3.208 0.428
Se -5.210 -3.983 2.011
N -4.907 -1.057 -0.312
C -5.120 0.223 0.019
N -6.359 0.575 0.417
N -4.218 1.176 -0.058
C -2.970 0.880 -0.356
N -1.859 0.697 -0.626
H -5.552 -1.802 -0.085
H -3.971 -1.377 -0.500
H -7.084 -0.110 0.520
H -6.546 1.542 0.603
*
```

For the relative energy (zero: lowest compared OMol25 entry of this formula, charge and spin), the calculation gives 24.9 kJ/mol. The calculation puts the frontier orbital gap (spin up / spin down) at 0.2178 / 0.1658 hartree. The value obtained for the maximum force is 0.0325 Eh/bohr. Its HOMO energy (spin up / spin down) is -6.23 / -5.99 eV. Its molar mass is 1002.2 g mol⁻¹.

Atomic partial charges in e from the natural (NBO) method, atoms 1 to 6: 0.202 -0.407 -0.359 -0.046 -0.086 -0.386


The highest relative energy (zero: lowest compared OMol25 entry of this formula, charge and spin) belongs to which entry? C19H21F6NO20


Number 4 is which compound? C19H21N13RuSSbSe4


Repeat the third record exactly.
Here is 7 unconnected molecules or ions with the total composition C19H21F6NO20 at a distorted geometry from OMol25. Energies are from ωB97M-V/def2-TZVPD.

The geometry in ORCA input format:
```
! wB97M-V def2-TZVPD RIJCOSX def2/J DEFGRID3
* xyz -1 2
C -2.792 -0.269 6.143
N -1.865 -0.625 5.025
O -1.151 -1.657 4.999
O -1.717 0.162 4.057
H -3.305 -1.132 6.565
H -3.617 0.365 5.819
H -2.109 0.215 6.842
C 1.524 -3.323 3.424
C 1.798 -4.283 4.603
O 3.149 -4.153 5.040
C 3.723 -3.487 4.059
O 4.831 -3.125 4.093
O 2.877 -3.046 3.158
F 1.659 -5.579 4.180
H 0.988 -2.467 3.835
H 1.007 -3.830 2.610
H 1.215 -4.102 5.506
C 3.431 1.715 -4.357
C 2.252 2.372 -4.935
O 1.384 2.506 -3.905
C 1.691 1.583 -2.998
O 1.139 1.379 -1.925
O 2.790 0.981 -3.314
F 1.660 1.751 -5.985
H 4.111 2.487 -3.998
H 3.929 1.208 -5.183
H 2.399 3.348 -5.398
C 2.222 4.902 0.704
C 1.425 3.654 0.746
O 2.237 2.587 1.161
C 3.484 3.142 1.373
O 4.502 2.469 1.769
O 3.428 4.499 1.170
F 1.004 3.459 -0.563
H 1.889 5.672 1.400
H 2.243 5.301 -0.310
H 0.481 3.617 1.290
C 0.105 -0.107 1.592
C 0.974 -0.771 0.519
O 0.038 -1.686 -0.028
C -1.262 -1.300 0.304
O -2.279 -1.846 -0.098
O -1.200 -0.114 1.067
F 1.928 -1.445 1.135
H 0.364 0.885 1.962
H 0.074 -0.690 2.512
H 1.469 -0.077 -0.160
C -0.862 -2.485 -3.666
C 0.210 -1.457 -3.628
O 0.552 -1.627 -5.033
C -0.587 -1.754 -5.654
O -0.661 -1.842 -6.879
O -1.519 -2.120 -4.811
F 1.208 -1.798 -2.816
H -1.590 -2.537 -2.856
H -0.485 -3.497 -3.815
H -0.050 -0.435 -3.352
C -4.026 0.825 -1.436
C -5.248 1.842 -1.342
O -6.107 1.085 -0.613
C -5.974 -0.212 -0.990
O -6.608 -1.192 -0.579
O -4.825 -0.307 -1.734
F -5.786 2.082 -2.533
H -3.455 0.533 -0.554
H -3.340 0.934 -2.276
H -4.973 2.818 -0.941
*
```

For the relative energy (zero: lowest compared OMol25 entry of this formula, charge and spin), the calculation gives 147.4 kJ/mol. The calculation puts the frontier orbital gap (spin up / spin down) at 0.1037 / 0.2182 hartree. The value obtained for the maximum force is 0.1360 Eh/bohr. Its HOMO energy (spin up / spin down) is -1.36 / -4.47 eV. Its molar mass is 697.4 g mol⁻¹.

Atomic partial charges in e from the natural (NBO) method, atoms 1 to 6: -0.473 0.330 -0.704 -0.693 0.190 0.198


What is the relative energy (zero: lowest compared OMol25 entry of this formula, charge and spin) in the fourth record? 24.9 kJ/mol